Entry from the OMol25 dataset: a cluster of 2 separate species, C6H15NO3 in total in a non-equilibrium geometry (the ωB97M-V functional and the def2-TZVPD basis).

## Properties
Lowest unoccupied orbital energy, eV: 0.80
Energy relative to the best compared isomer or geometry (same formula, charge and spin), kcal per mole: 35.95
E_HOMO, eV: -8.3920
Frontier orbital gap, eV: 9.2

Geometry as XYZ:
```
25
Properties=species:S:1:pos:R:3:lowdin_charge:R:1
C -1.69951 -1.09610 0.61956 -0.1468
C -0.38112 -0.44911 1.01553 -0.1321
C 1.03019 -1.10363 -0.05175 -0.6052
C 0.54692 -1.18756 -1.48644 -0.0268
N 1.38284 -2.37896 0.42910 0.0954
O 2.06729 -0.23928 0.15403 -0.0324
H -1.58031 -2.15925 0.39712 0.0591
H -2.43079 -1.03151 1.42914 0.0682
H -2.11645 -0.62857 -0.27306 0.0588
H -0.00733 -0.88492 1.94579 0.0782
H -0.55191 0.57102 1.34003 0.0572
H 1.34315 -1.61411 -2.09864 0.0923
H 0.30847 -0.20078 -1.87070 0.0690
H -0.33539 -1.81521 -1.56833 0.0738
H 1.83342 -2.34721 1.33478 0.0913
H 0.62590 -3.04767 0.41258 0.0840
H 2.08245 0.43145 -0.60837 0.1037
C -1.15485 2.58974 -0.46820 0.0246
C 0.25696 2.16247 -0.19388 -0.5545
O 1.07156 1.84473 -1.05789 0.0432
O 0.68087 2.48387 1.04369 0.0884
H -1.13923 3.47729 -1.10575 0.0998
H -1.67709 2.81695 0.45786 0.0904
H -1.67740 1.79389 -0.99717 0.0866
H 1.52138 2.01245 1.20096 0.1336
```